[1]
{"formula": "C3H6N2O", "method": "ωB97M-V/def2-TZVPD", "symbols": ["O", "C", "C", "N", "C", "N", "H", "H", "H", "H", "H", "H"], "xyz": [[1.64672, -0.58932, 1.66568], [0.71724, -0.29084, 0.94317], [0.59758, -0.96456, -0.43549], [-0.60420, -0.33020, -1.23201], [-1.05495, 0.65331, -0.12562], [-0.04556, 0.90797, 0.88695], [1.73822, -0.89232, -0.81560], [0.38905, -2.12258, -0.61392], [-0.27042, 0.16000, -2.05315], [-1.81242, 0.51614, 0.59378], [-1.14379, 1.64591, -0.75316], [-0.15746, 1.30650, 1.93938]], "atomic_forces_ev_per_a": [[-1.30, 0.32, 0.65], [1.56, 0.79, -1.57], [0.31, -2.59, -2.71], [1.64, -0.03, 4.42], [0.32, 4.15, -3.10], [3.39, -1.87, 3.29], [-2.79, 0.40, 0.18], [0.56, 2.30, 1.55], [-0.01, 0.47, 0.40], [-2.66, -1.28, -1.03], [-0.65, -1.64, 1.59], [-0.38, -1.00, -3.66]], "e_tot_ha": -302.5760, "orbital_gap_ev": 10.32, "smiles": "O=C1CNCN1", "max_force_ev_per_a": 5.2, "multiplicity": 1, "de_lowest_kcal_mol": 73.5}


[2]
{"formula": "C3H6N2O", "method": "ωB97M-V/def2-TZVPD", "symbols": ["N", "C", "N", "H", "H", "C", "C", "O", "H", "H", "H", "H"], "xyz": [[-1.32571, 0.80245, -1.92903], [-0.46617, -0.02927, -1.68387], [0.26680, -0.99655, -1.50512], [-1.53330, 1.54832, -1.27968], [1.24215, -0.91690, -1.76758], [-0.30023, 0.24242, 1.30157], [0.98301, -0.46611, 0.92678], [2.00280, 0.10495, 0.61567], [-0.40832, 1.19817, 0.77954], [-0.22255, 0.46299, 2.37016], [-1.18677, -0.38144, 1.14639], [0.94828, -1.56904, 1.02517]], "atomic_forces_ev_per_a": [[0.30, -0.34, 0.02], [-0.07, -0.12, -0.25], [-0.48, 0.41, -0.32], [0.09, -0.06, 0.01], [-0.03, 0.04, 0.01], [0.07, 0.05, 0.06], [0.15, 0.26, 0.21], [-0.41, -0.21, 0.16], [0.15, -0.17, 0.10], [-0.09, -0.01, 0.02], [0.23, 0.05, -0.01], [0.10, 0.11, 0.00]], "e_tot_ha": -302.6233, "orbital_gap_ev": 10.77, "smiles": "N=C=N.CC=O", "max_force_ev_per_a": 0.7, "multiplicity": 1, "de_lowest_kcal_mol": 43.8}


[3]
{"formula": "C3H6N2O", "method": "ωB97M-V/def2-TZVPD", "symbols": ["O", "N", "C", "C", "N", "C", "H", "H", "H", "H", "H", "H"], "xyz": [[1.45731, -0.13317, 1.25033], [2.04352, 0.02336, -0.29092], [0.70368, -0.02258, -0.01206], [-0.42959, 0.99942, -0.23747], [-1.40861, -0.09048, -0.07453], [-0.35651, -1.12481, -0.16016], [1.63276, 0.74952, 1.61239], [-0.34581, 1.40198, -1.25910], [-0.54492, 1.84092, 0.45760], [-2.10168, -0.14332, -0.81270], [-0.26795, -1.64100, -1.12448], [-0.38218, -1.85984, 0.65109]], "atomic_forces_ev_per_a": [[-0.01, 0.22, 0.31], [-0.10, -0.09, -0.13], [-0.06, -0.01, -0.08], [0.17, 0.27, 0.03], [-0.22, -0.03, -0.16], [0.15, -0.30, -0.03], [-0.12, -0.01, -0.16], [0.02, -0.09, 0.17], [0.10, -0.17, -0.04], [0.08, 0.04, 0.14], [-0.04, 0.10, 0.09], [0.04, 0.07, -0.15]], "e_tot_ha": -302.4665, "orbital_gap_ev": 8.97, "max_force_ev_per_a": 0.4, "multiplicity": 1, "de_lowest_kcal_mol": 142.2}


[4]
{"formula": "C3H6N2O", "method": "ωB97M-V/def2-TZVPD", "symbols": ["C", "N", "C", "C", "N", "O", "H", "H", "H", "H", "H", "H"], "xyz": [[-0.74098, 1.34043, 0.01796], [0.67090, 1.40870, -0.12429], [1.44646, 0.38768, 0.02012], [1.09097, -1.09119, 0.04783], [2.80699, 0.49340, 0.39373], [3.66722, -0.06236, -0.24348], [-1.35516, 1.77360, -0.91343], [-1.23656, 0.42944, 0.02987], [-1.13018, 1.99222, 0.84764], [0.26109, -1.24923, -0.52836], [1.90232, -1.74274, -0.38786], [0.80434, -1.54032, 0.94222]], "atomic_forces_ev_per_a": [[-2.25, 2.82, -2.26], [2.43, -1.15, 1.01], [-2.87, -0.24, -0.53], [2.15, -0.06, -1.03], [2.20, 1.07, 0.23], [-1.11, 0.34, 0.10], [1.84, -0.28, 1.56], [-0.35, -2.39, 0.73], [0.81, -0.66, -0.55], [-2.18, -0.20, -1.85], [-0.62, 0.99, 0.45], [-0.05, -0.25, 2.14]], "e_tot_ha": -302.5122, "orbital_gap_ev": [8.47, 8.46], "smiles": "C/N=C(\\C)N=O", "max_force_ev_per_a": 4.3, "multiplicity": 1, "de_lowest_kcal_mol": 113.5}